#w
ORCA calculation (wB97M-V/def2-TZVPD) on a structure of composition C16H22N2O4S.

- molar mass (g/mol) = 338.429
- HOMO (eV) = -9.2
- charge = 0

Last column: Mulliken charge in e.
CARTESIAN COORDINATES (ANGSTROEM)
C (-1.84480, 1.22661, -5.64047)  -1.344
C (-0.74519, 0.42436, -4.86563)  0.834
O (-0.78760, -0.40127, -3.93533)  -0.543
N (0.48933, 0.74621, -5.43301)  -0.241
H (0.45152, 1.28896, -6.27395)  0.277
S (1.88299, -0.04316, -5.10221)  1.413
O (1.75304, -1.24815, -5.64538)  -0.655
O (3.01339, 0.60142, -5.55338)  -0.689
C (1.92741, -0.17939, -3.31793)  -0.095
C (1.55199, -1.24206, -2.53626)  -0.681
C (1.77872, -1.21248, -1.19136)  -0.488
C (1.93233, -0.11774, -0.59810)  0.601
C (1.92928, 1.05973, -1.26978)  -0.446
C (2.24809, 1.12964, -2.57333)  -1.063
H (2.37525, 1.85855, -3.22666)  0.615
H (2.32492, 2.20574, -0.78149)  0.064
N (1.64178, 0.16589, 0.88008)  0.086
C (1.53724, -0.79136, 1.77481)  0.542
O (1.45788, -2.13252, 1.67602)  -0.713
C (1.63242, -0.22147, 3.22358)  -1.688
C (0.35666, 0.49965, 3.42382)  -0.538
C (-0.82566, 0.06291, 3.04325)  0.822
C (-1.11627, -1.32280, 3.95324)  -1.356
C (-2.67062, -1.26853, 3.96103)  -0.555
H (-2.97711, -2.37808, 4.78172)  0.252
C (-3.15139, -0.00475, 4.33932)  -0.356
H (-4.37310, 0.23983, 3.97243)  0.233
H (-2.86282, 0.18928, 5.37999)  0.280
C (-2.18137, 0.95241, 3.31933)  -1.590
H (-1.91374, 1.81934, 3.93701)  0.342
H (-2.55377, 1.05505, 2.48603)  0.702
H (-3.18679, -1.88721, 2.98499)  0.244
H (-0.75581, -2.22633, 3.50248)  0.329
H (-0.95182, -1.25887, 4.88390)  0.667
H (-0.99977, -0.32783, 2.01092)  0.264
H (0.65225, 1.50871, 2.98436)  0.255
H (0.32950, 0.69482, 4.54533)  0.409
H (1.57825, -0.92328, 3.93894)  0.537
H (2.54227, 0.22471, 3.40757)  0.516
H (2.12889, 1.10743, 1.15984)  0.343
H (1.26947, -1.92968, -0.54073)  0.386
H (1.53346, -1.90558, -3.20659)  0.944
H (-1.91199, 0.86560, -6.83710)  0.295
H (-2.89330, 0.94615, -5.27232)  0.305
H (-1.61542, 2.14955, -5.76900)  0.480

***

#x
ORCA calculation (wB97M-V/def2-TZVPD) on an isolated molecule of C16H22N2O4S.

- molar mass (g/mol) = 338.429
- HOMO (eV) = -8.3
- charge = 0

Last column: Mulliken charge in e.
CARTESIAN COORDINATES (ANGSTROEM)
C (1.26858, -3.94657, 4.98619)  -1.405
C (0.95733, -3.44137, 3.61018)  0.795
C (1.73593, -2.45771, 3.01523)  -0.862
C (1.46994, -2.00199, 1.73717)  -0.297
C (0.40041, -2.53186, 1.02401)  0.758
C (-0.38658, -3.52067, 1.61035)  -0.567
C (-0.10811, -3.96564, 2.88642)  -0.800
H (-0.72776, -4.73200, 3.32943)  0.362
H (-1.21993, -3.93149, 1.05827)  0.398
N (0.08195, -2.13807, -0.28063)  0.013
C (0.48419, -1.02562, -0.93808)  0.386
O (1.20319, -0.15247, -0.48895)  -0.582
C (-0.10228, -0.94231, -2.32851)  -1.099
H (0.12273, -1.83636, -2.90843)  0.571
H (0.24442, -0.05523, -2.85092)  0.432
S (-1.95744, -0.86421, -2.26976)  0.364
O (-2.33096, -2.10648, -1.56904)  -0.656
C (-2.07051, 0.47069, -0.98439)  -0.590
C (-1.53612, 1.69544, -1.68855)  0.563
O (-1.48797, 1.72147, -2.90655)  -0.685
N (-1.15273, 2.70365, -0.89663)  -0.115
H (-1.13118, 2.60333, 0.10757)  0.288
C (-0.57093, 3.92888, -1.38937)  -1.059
H (-0.41762, 3.82459, -2.46472)  0.395
C (0.75300, 4.20357, -0.67266)  0.244
C (1.84432, 3.14273, -0.92981)  -0.344
H (2.64545, 3.55897, -1.53747)  0.396
C (2.32855, 2.75022, 0.47243)  -0.011
H (1.94534, 1.76501, 0.73054)  -0.221
C (1.70461, 3.82736, 1.36360)  -0.589
H (2.36968, 4.70065, 1.43954)  0.279
H (1.45403, 3.48188, 2.36695)  0.365
O (0.50139, 4.19786, 0.72534)  -0.489
H (3.41242, 2.73669, 0.55423)  0.441
H (1.43431, 2.27555, -1.44303)  -0.144
H (1.11417, 5.20046, -0.97211)  0.373
H (-1.25917, 4.75922, -1.19847)  0.367
H (-3.13113, 0.58242, -0.75861)  0.596
H (-1.53318, 0.20313, -0.07724)  0.214
H (-0.71709, -2.62477, -0.69019)  0.192
H (2.08607, -1.23830, 1.29266)  0.376
H (2.56967, -2.03760, 3.55935)  0.336
H (0.35704, -4.21373, 5.51634)  0.367
H (1.80669, -3.19796, 5.56275)  0.362
H (1.89343, -4.83833, 4.92342)  0.282

***

Structures ranked by computed energy, the most stable listed first: #x, #w.

***

#w
ORCA calculation (wB97M-V/def2-TZVPD) on a cluster of 2 separate species, CH4P2S3 in total.

- molar mass (g/mol) = 174.192
- HOMO (eV) = -7.9
- charge = 0

Last column: Mulliken charge in e.
CARTESIAN COORDINATES (ANGSTROEM)
C (1.95928, 1.13689, 0.39375)  -0.785
P (-1.64677, -2.13407, -0.43683)  -0.039
P (-0.66582, -0.18647, -0.57144)  0.163
S (-3.12464, -1.05444, 0.61557)  -0.098
S (-1.91721, 0.65344, 0.87552)  -0.077
S (1.27287, -0.52047, 0.30653)  -0.091
H (2.95396, 1.03360, 0.88221)  0.271
H (1.33757, 1.88962, 0.80965)  0.294
H (2.17630, 1.49991, -0.67459)  0.291
H (-2.34554, -2.31800, -2.20038)  0.070

***

#x
ORCA calculation (wB97M-V/def2-TZVPD) on a cluster of 2 separate species, CH4P2S3 in total.

- molar mass (g/mol) = 174.192
- HOMO (alpha / beta) (eV) = -7.8 / -8.6
- charge = 0

Last column: Mulliken charge in e.
CARTESIAN COORDINATES (ANGSTROEM)
C (0.18427, 0.40271, -2.24899)  -0.755
P (-0.45636, -1.37460, 2.09092)  0.009
P (-0.61278, 0.33023, 0.70000)  0.133
S (1.29658, -0.49258, 2.84913)  -0.064
S (1.36187, 1.00607, 1.39704)  -0.088
S (-0.22008, -0.85956, -0.99432)  -0.063
H (-0.56674, 0.37601, -3.03194)  0.297
H (1.16083, 0.13583, -2.64739)  0.265
H (0.22456, 1.38529, -1.78801)  0.277
H (-2.37215, -0.90938, 3.67358)  -0.010

***

Structures ranked by computed energy, the most stable listed first: #w, #x.

***

#w
ORCA calculation (wB97M-V/def2-TZVPD) on an isolated molecule of CHFIPS.

- SMILES = FP(I)C=S
- molar mass (g/mol) = 221.962
- HOMO (eV) = -9.0
- charge = 0

Last column: Mulliken charge in e.
CARTESIAN COORDINATES (ANGSTROEM)
C (-0.37533, -0.85910, 0.41276)  -0.231
F (-0.73629, 2.27482, -0.16250)  -0.310
P (-0.31507, 0.70054, -0.82181)  0.306
S (0.72067, -1.94929, 0.78008)  -0.115
I (2.09308, 0.73549, -1.03082)  0.044
H (-1.38705, -0.90245, 0.82229)  0.306

***

#x
ORCA calculation (wB97M-V/def2-TZVPD) on an isolated molecule of CHFIPS.

- SMILES = FP(I)C=S
- molar mass (g/mol) = 221.962
- HOMO (eV) = -9.0
- charge = 0

Last column: Mulliken charge in e.
CARTESIAN COORDINATES (ANGSTROEM)
C (0.02742, 0.25901, -1.04166)  -0.221
F (-1.45788, -1.05956, 1.40278)  -0.301
P (-0.44023, 0.24830, 0.95566)  0.334
S (0.24304, 1.72095, -1.55942)  -0.150
I (1.72433, -0.49099, 1.78408)  -0.006
H (-0.09668, -0.67772, -1.54143)  0.344

***

Structures ranked by computed energy, the most stable listed first: #x, #w.

***

#w
ORCA calculation (wB97M-V/def2-TZVPD) on a structure of composition C26H31EuN2O8.

- <S²> = 12.027
- molar mass (g/mol) = 651.504
- HOMO (alpha / beta) (eV) = -8.0 / -8.0
- charge = 0
- spin multiplicity = 7

Last column: Mulliken spin population.
CARTESIAN COORDINATES (ANGSTROEM)
O (-4.88818, -1.87125, -3.62124)  0.000
C (-5.05419, -3.33291, -3.95493)  0.000
C (-6.13224, -3.11317, -4.96466)  0.000
H (-5.43295, -3.94586, -3.11316)  0.000
H (-4.11016, -3.71489, -4.37424)  0.000
C (-5.90256, -1.64635, -4.62899)  0.000
H (-7.08151, -3.53853, -4.67549)  0.000
H (-5.82812, -3.39716, -5.95812)  0.000
C (-7.14897, -1.00462, -4.07685)  0.000
H (-7.54540, -1.54851, -3.21237)  0.000
H (-7.90032, -1.04842, -4.87357)  0.000
H (-6.96394, 0.04977, -3.84933)  0.000
C (-5.37573, -0.90909, -5.83741)  0.000
H (-4.48794, -1.40250, -6.25701)  0.000
H (-5.15568, 0.13611, -5.59159)  0.000
H (-6.18530, -0.94001, -6.57952)  0.000
Eu (0.13884, -0.14196, -0.02793)  6.116
C (2.16536, 0.92032, -1.33177)  -0.012
C (2.64112, -0.38677, -1.00576)  -0.017
C (1.89007, -1.33828, -1.76973)  0.003
H (3.43984, -0.60951, -0.30010)  0.000
C (0.95672, -0.60804, -2.58065)  -0.015
C (1.13184, 0.78666, -2.31227)  -0.019
H (0.59586, 1.60569, -2.79337)  0.003
H (2.53354, 1.85421, -0.91162)  0.001
H (2.01576, -2.42563, -1.77627)  0.002
H (0.31237, -1.04418, -3.34840)  0.002
C (-0.52316, 2.33443, 1.43565)  -0.004
C (-0.50128, 2.62045, 0.03539)  -0.009
C (-1.68479, 2.06692, -0.54416)  -0.011
H (0.26530, 3.19426, -0.48582)  0.002
C (-2.41755, 1.40786, 0.49418)  -0.003
C (-1.70627, 1.58205, 1.71667)  -0.023
H (-2.03088, 1.24055, 2.69989)  0.000
H (0.21794, 2.66284, 2.16501)  0.002
H (-2.00483, 2.20132, -1.57480)  0.002
H (-3.38027, 0.90668, 0.38949)  0.001
O (-3.73439, -1.80316, -0.77288)  0.000
C (-2.89036, -1.05918, -1.71525)  -0.026
C (-2.40978, -2.06280, -2.80201)  -0.001
H (-1.89375, -0.69935, -1.25084)  0.020
H (-3.43859, -0.16001, -2.09123)  0.000
C (-2.91514, -3.37907, -2.21856)  -0.001
H (-1.32526, -2.11401, -2.86836)  0.000
H (-2.80457, -1.84243, -3.78909)  0.000
C (-2.92323, -3.07652, -0.71759)  -0.001
H (-2.49941, -4.29535, -2.64006)  0.000
H (-4.00153, -3.38854, -2.39393)  0.000
H (-1.85811, -2.96792, -0.39483)  0.002
H (-3.46229, -3.84801, -0.12599)  0.000
O (1.58834, 0.67216, 1.67279)  -0.008
C (1.52963, -0.43475, 2.32003)  -0.002
O (0.80229, -1.41503, 1.94103)  -0.005
C (2.36918, -0.51316, 3.54613)  0.000
C (3.01510, -1.70739, 3.84320)  0.000
C (3.90564, -1.75493, 4.92979)  0.000
C (4.10019, -0.64825, 5.76147)  0.000
C (3.44753, 0.54402, 5.43638)  0.000
C (2.57770, 0.62074, 4.33431)  0.000
N (3.64921, 1.70032, 6.25972)  0.000
O (4.44609, 1.61020, 7.21941)  0.000
O (3.02242, 2.74652, 5.99267)  0.000
N (4.58929, -2.98486, 5.19705)  0.000
O (4.33794, -3.97460, 4.47759)  0.000
O (5.40781, -3.02677, 6.13785)  0.000
H (2.82463, -2.60711, 3.26461)  0.000
H (4.71709, -0.72630, 6.65072)  0.000
H (2.05353, 1.54562, 4.11821)  0.000

***

#x
ORCA calculation (wB97M-V/def2-TZVPD) on a structure of composition C26H31EuN2O8.

- <S²> = 12.016
- molar mass (g/mol) = 651.504
- HOMO (alpha / beta) (eV) = -8.5 / -8.6
- charge = 0
- spin multiplicity = 7

Last column: Mulliken spin population.
CARTESIAN COORDINATES (ANGSTROEM)
O (-4.76209, 0.47582, -4.85841)  0.000
C (-6.08480, 0.19634, -4.35316)  0.000
C (-6.65557, 0.05056, -5.75937)  0.000
H (-6.47865, 1.02875, -3.76548)  0.000
H (-6.10218, -0.70679, -3.73898)  0.000
C (-5.22479, 0.35125, -6.24788)  0.000
H (-7.39763, 0.79329, -6.04129)  0.000
H (-7.02404, -0.94003, -6.01343)  0.000
C (-5.05391, 1.65894, -6.98253)  0.000
H (-5.54453, 2.46946, -6.44693)  0.000
H (-5.48211, 1.59848, -7.98361)  0.000
H (-3.99757, 1.90714, -7.07920)  0.000
C (-4.52350, -0.79365, -6.93831)  0.000
H (-4.64597, -1.71687, -6.37531)  0.000
H (-3.45713, -0.58939, -7.02680)  0.000
H (-4.92536, -0.94539, -7.94071)  0.000
Eu (1.21988, -0.35329, 0.44972)  6.097
C (2.51055, -2.31086, 0.80718)  -0.018
C (1.67646, -2.12817, 1.92366)  -0.001
C (0.34159, -2.30822, 1.49226)  -0.016
H (1.98491, -1.86611, 2.92013)  0.000
C (0.36273, -2.60511, 0.11859)  0.004
C (1.69748, -2.58788, -0.31733)  -0.022
H (2.04127, -2.75074, -1.32517)  0.002
H (3.58380, -2.23988, 0.80947)  0.004
H (-0.53206, -2.18778, 2.10613)  0.001
H (-0.50182, -2.76755, -0.50253)  0.002
C (3.30106, 0.80500, 0.59478)  -0.013
C (3.24950, 0.13304, -0.64935)  -0.024
C (2.21127, 0.69776, -1.41517)  -0.003
H (3.89038, -0.67115, -0.96337)  0.003
C (1.63910, 1.74065, -0.64645)  -0.001
C (2.31834, 1.80940, 0.57806)  -0.023
H (2.06573, 2.45389, 1.39894)  0.000
H (3.96582, 0.58485, 1.41281)  0.003
H (1.93999, 0.41355, -2.41730)  0.002
H (0.78827, 2.34046, -0.92041)  0.003
O (-0.74156, 0.00224, -0.58968)  0.003
C (-0.89299, -0.25830, -2.00203)  0.005
C (-2.35593, -0.59698, -2.20313)  0.002
H (-0.21268, -1.06047, -2.27683)  -0.003
H (-0.60707, 0.64207, -2.54840)  0.002
C (-3.02597, 0.22166, -1.10730)  0.000
H (-2.52586, -1.66113, -2.03876)  0.000
H (-2.70060, -0.35101, -3.20486)  0.000
C (-2.04953, 0.08615, 0.03973)  0.000
H (-4.01685, -0.14137, -0.84434)  0.000
H (-3.11715, 1.26431, -1.41154)  0.000
H (-2.21229, -0.82836, 0.61087)  0.001
H (-2.02478, 0.91909, 0.73115)  -0.001
O (3.92825, -0.79556, 2.97321)  0.001
C (3.04911, 0.05915, 3.46992)  -0.004
O (1.87879, 0.33232, 2.80667)  -0.005
C (3.45868, 0.47160, 4.81655)  -0.001
C (2.78822, 0.05887, 5.97161)  0.000
C (3.38767, 0.24988, 7.23995)  0.000
C (4.64163, 0.89770, 7.32074)  0.000
C (5.31362, 1.33045, 6.16688)  0.000
C (4.71679, 1.08830, 4.92070)  0.000
N (6.59527, 1.95889, 6.24904)  0.000
O (7.12220, 2.13658, 7.30795)  0.000
O (7.16649, 2.30768, 5.25618)  0.000
N (2.76858, -0.25902, 8.42408)  0.000
O (1.74314, -0.86669, 8.35635)  0.000
O (3.31529, -0.16138, 9.48197)  0.000
H (1.85537, -0.48344, 5.88032)  0.000
H (5.11289, 1.03783, 8.28507)  0.000
H (5.24686, 1.35918, 4.01467)  0.000

***

Structures ranked by computed energy, the most stable listed first: #w, #x.